# CH3NO2S2

An isolated molecule of CH3NO2S2 (ωB97M-V with the def2-TZVPD basis set, OMol25).

Output
**Electronic energy**: -1041.3479 a.u.
**Net charge**: 0
**Multiplicity**: 1
**Maximum force**: 3.078 eV/Å
**Energy relative to the best compared isomer or geometry (same formula, charge and spin)**: 376.6 kJ/mol
**Orbital gap**: 7.985 eV
**LUMO level**: -1.0 eV

Positions of all 9 atoms, in Å:
C1 0.236 -0.318 -0.003
N1 -2.986 0.205 -0.385
O1 -2.416 -0.980 0.029
O2 -0.645 -2.646 0.632
S1 -4.429 0.586 0.156
S2 -0.818 -1.747 -0.462
H1 0.754 -0.549 0.866
H2 0.682 0.042 -0.853
H3 -0.596 0.253 0.193


# C6H10O

An isolated molecule of C6H10O (ωB97M-V with the def2-TZVPD basis set, OMol25).

Output
**Electronic energy**: -309.7783 a.u.
**Net charge**: 0
**Multiplicity**: 1
**SMILES**: C=CCOCC=C
**Maximum force**: 0.378 eV/Å
**Energy relative to the best compared isomer or geometry (same formula, charge and spin)**: 168.2 kJ/mol
**Orbital gap**: 10.736 eV
**LUMO level**: 1.1 eV

Positions of all 17 atoms, in Å:
C1 -1.835 -0.436 -0.096
C2 -0.646 -1.367 -0.022
O1 0.455 -0.872 -0.755
C3 1.633 -0.628 -0.016
C4 1.755 0.756 0.573
C5 0.779 1.658 0.608
C6 -1.970 0.520 -1.009
H1 -0.212 1.435 0.241
H2 -2.586 -0.590 0.676
H3 -0.353 -1.528 1.029
H4 -0.939 -2.345 -0.444
H5 1.731 -1.376 0.788
H6 2.468 -0.781 -0.713
H7 2.750 0.988 0.965
H8 0.942 2.686 0.913
H9 -1.164 0.666 -1.726
H10 -2.809 1.215 -1.014


# C10H15F2N3O15V

A structure of composition C10H15F2N3O15V (ωB97M-V with the def2-TZVPD basis set, OMol25).

Output
**⟨S²⟩**: 6.02
**Electronic energy**: -2826.1896 a.u.
**Net charge**: -1
**Multiplicity**: 5
**Maximum force**: 13.813 eV/Å
**Orbital gap (alpha / beta)**: 3.727 / 4.800 eV
**LUMO level (alpha / beta)**: 2.6 / 2.6 eV

Positions of all 46 atoms, in Å:
V1 -9.543 11.799 -28.003
C1 -7.978 12.101 -26.187
O1 -8.399 10.950 -26.313
O2 -7.474 12.392 -27.296
O3 -8.983 12.746 -26.057
C2 -9.014 15.053 -31.258
N1 -8.806 14.658 -29.820
O4 -8.045 15.358 -29.168
O5 -9.398 13.735 -29.283
H1 -8.699 16.097 -31.250
H2 -10.093 14.975 -31.389
H3 -8.541 14.453 -32.035
C3 -13.910 13.300 -26.997
N2 -12.605 12.478 -26.931
O6 -11.637 12.999 -27.491
O7 -12.615 11.337 -26.417
H4 -14.303 13.264 -28.013
H5 -13.573 14.316 -26.792
H6 -14.649 12.864 -26.324
C4 -13.517 10.420 -30.022
N3 -12.082 10.553 -30.214
O8 -11.564 9.808 -31.028
O9 -11.480 11.406 -29.577
H7 -13.750 9.509 -29.470
H8 -14.069 10.310 -30.955
H9 -13.871 11.360 -29.600
C5 -6.230 8.218 -30.957
C6 -7.570 7.567 -31.234
O10 -8.367 8.325 -30.389
C7 -7.892 9.520 -30.199
O11 -8.466 10.525 -29.846
O12 -6.558 9.554 -30.580
F1 -7.664 6.263 -30.873
H10 -5.553 8.165 -31.810
H11 -5.766 7.650 -30.150
H12 -7.857 7.786 -32.263
C8 -10.667 6.333 -27.662
C9 -10.787 6.642 -26.194
O13 -11.051 8.047 -26.157
C10 -10.664 8.531 -27.360
O14 -10.540 9.699 -27.675
O15 -10.406 7.574 -28.238
F2 -9.608 6.364 -25.605
H13 -11.590 6.030 -28.157
H14 -9.953 5.605 -28.046
H15 -11.608 6.067 -25.766


# C5H9N

An isolated molecule of C5H9N (ωB97M-V with the def2-TZVPD basis set, OMol25).

Output
**Electronic energy**: -250.6630 a.u.
**Net charge**: 0
**Multiplicity**: 1
**SMILES**: CC(C)CC#N
**Maximum force**: 1.112 eV/Å
**Energy relative to the best compared isomer or geometry (same formula, charge and spin)**: 10.3 kJ/mol
**Orbital gap**: 12.241 eV
**LUMO level**: 0.8 eV

Positions of all 15 atoms, in Å:
C1 0.487 0.029 -1.388
C2 0.363 -0.438 0.063
C3 1.196 0.444 0.995
C4 -1.112 -0.560 0.525
C5 -2.041 0.406 -0.073
N1 -2.804 1.129 -0.556
H1 -0.151 -0.550 -2.064
H2 1.522 -0.073 -1.733
H3 0.201 1.083 -1.485
H4 0.767 -1.455 0.132
H5 0.898 1.497 0.925
H6 2.257 0.373 0.729
H7 1.094 0.132 2.040
H8 -1.184 -0.462 1.614
H9 -1.493 -1.555 0.276


# C5H7ClNO2

The ion C5H7ClNO2 with charge +1 (ωB97M-V with the def2-TZVPD basis set, OMol25).

Output
**Electronic energy**: -859.6943 a.u.
**Net charge**: +1
**Multiplicity**: 1
**Maximum force**: 5.141 eV/Å
**Orbital gap**: 9.039 eV
**LUMO level**: -4.2 eV

Positions of all 16 atoms, in Å:
C1 -0.004 -0.894 0.795
C2 1.964 -0.356 0.020
C3 -0.374 0.525 0.831
C4 1.734 0.945 -0.033
C5 -2.290 -0.785 -0.568
N1 -0.840 -0.346 -0.238
O1 0.534 1.506 0.342
O2 2.639 1.761 -0.575
Cl1 3.172 -1.415 -0.007
H1 -1.063 0.886 1.480
H2 -0.358 -1.771 1.317
H3 -2.565 -0.101 -1.510
H4 -2.241 -1.742 -0.944
H5 -3.048 -0.693 0.234
H6 -0.387 0.154 -1.131
H7 3.126 2.326 -0.013


# C30H29MgN3O4S4

A structure of composition C30H29MgN3O4S4 (ωB97M-V with the def2-TZVPD basis set, OMol25).

Output
**Electronic energy**: -3418.9669 a.u.
**Net charge**: -2
**Multiplicity**: 1
**Maximum force**: 1.364 eV/Å
**Energy relative to the best compared isomer or geometry (same formula, charge and spin)**: 29.8 kJ/mol
**Orbital gap**: 5.372 eV
**LUMO level**: 4.3 eV

Positions of all 71 atoms, in Å:
Mg1 0.085 0.725 -0.206
C1 1.304 -1.756 4.187
C2 0.046 -0.940 4.276
C3 -0.871 -1.244 5.273
C4 -1.987 -0.459 5.491
C5 -2.149 0.691 4.737
C6 -1.254 1.024 3.738
C7 -1.374 2.318 3.009
C8 -0.174 0.170 3.431
N1 0.617 0.409 2.317
C9 1.906 0.632 2.469
O1 2.536 0.819 3.527
C10 2.698 0.637 1.185
C11 4.091 0.619 1.254
C12 4.825 0.567 0.084
C13 4.145 0.583 -1.120
C14 2.753 0.606 -1.103
N2 2.068 0.601 0.025
C15 2.001 0.536 -2.400
O2 2.656 0.472 -3.456
N3 0.693 0.529 -2.265
C16 -0.090 0.238 -3.376
C17 -0.964 1.191 -3.921
C18 -0.926 2.614 -3.462
C19 -1.851 0.821 -4.919
C20 -1.857 -0.462 -5.433
C21 -0.922 -1.371 -4.973
C22 -0.035 -1.040 -3.961
C23 0.991 -2.038 -3.508
H1 1.196 -2.697 4.731
H2 2.126 -1.179 4.618
H3 1.586 -1.965 3.158
H4 -0.693 -2.106 5.909
H5 -2.697 -0.712 6.269
H6 -2.974 1.359 4.948
H7 -2.317 2.815 3.223
H8 -1.287 2.135 1.943
H9 -0.560 2.989 3.287
H10 4.550 0.635 2.229
H11 5.907 0.511 0.107
H12 4.643 0.560 -2.077
H13 0.040 2.850 -3.022
H14 -1.689 2.792 -2.704
H15 -1.118 3.292 -4.295
H16 -2.537 1.566 -5.306
H17 -2.570 -0.750 -6.196
H18 -0.880 -2.364 -5.403
H19 0.765 -3.034 -3.890
H20 1.044 -2.059 -2.421
H21 1.978 -1.738 -3.864
O3 -4.787 5.602 0.258
C24 -3.936 4.756 0.096
S1 -2.222 5.091 -0.036
C25 -1.634 3.421 -0.175
C26 -2.590 2.458 -0.204
S2 -2.404 0.753 -0.304
S3 -4.265 3.039 -0.066
S4 0.072 3.245 -0.179
C27 0.696 -3.714 0.008
C28 -0.770 -3.782 -0.417
C29 -1.116 -2.307 -0.713
O4 0.000 -1.532 -0.305
C30 0.741 -2.308 0.599
H22 1.352 -3.773 -0.861
H23 0.983 -4.486 0.720
H24 -1.377 -4.160 0.407
H25 -0.927 -4.421 -1.285
H26 -2.010 -1.985 -0.169
H27 -1.276 -2.114 -1.776
H28 0.258 -2.296 1.584
H29 1.738 -1.878 0.677